Formula: C33H67F5N10O9S3
Source: the OMol25 dataset
Level of theory: the ωB97M-V functional and the def2-TZVPD basis

The geometry in XYZ format:
```
127
Properties=species:S:1:pos:R:3:mulliken_charge:R:1
C -1.09538 0.59023 0.84179 -0.05
F -0.81153 -0.03518 1.96160 -0.17
F -2.37037 0.92293 0.74480 0.15
F -0.41207 1.78487 0.91237 0.13
S -0.67222 -0.40365 -0.64131 0.88
O -1.50155 -1.57921 -0.50924 -0.44
O -1.07877 0.43747 -1.75952 -0.60
O 0.75397 -0.67602 -0.51776 -0.53
C -1.80761 4.76506 2.39022 -0.78
C -0.47446 5.38800 2.08256 -0.58
N 0.66563 4.73330 2.72399 0.47
C 0.73621 3.45153 3.23356 -0.16
C 1.92477 3.31214 3.84184 -1.04
N 2.60392 4.51437 3.65187 0.17
C 1.82983 5.32209 2.96038 -0.22
C 4.02370 4.71861 3.92590 -0.88
H -2.63791 5.38692 2.05532 0.50
H -1.99783 4.70809 3.46140 0.35
H -1.91769 3.77408 1.95577 0.00
H -0.47892 6.44635 2.34481 0.49
H -0.32835 5.40666 0.99679 0.24
H -0.12653 2.80843 3.19380 0.46
H 2.47889 2.52615 4.31981 0.46
H 2.08713 6.34132 2.71749 0.50
H 4.15059 5.60364 4.54542 0.37
H 4.63076 4.69666 3.02663 0.34
H 4.39253 3.90638 4.55266 0.32
C 4.56759 2.53559 -6.34517 -1.25
C 4.89529 1.92351 -4.98889 -0.27
N 3.71114 1.90705 -4.11797 0.36
C 2.52871 1.24690 -4.34673 -0.75
C 1.71074 1.44372 -3.29712 -0.71
N 2.42450 2.22723 -2.42522 0.43
C 3.62662 2.46872 -2.92739 -0.02
C 1.94488 2.68713 -1.12094 -0.95
H 3.78977 2.02036 -6.90727 0.36
H 5.43085 2.62379 -7.00477 0.41
H 4.26583 3.57890 -6.21101 0.35
H 5.66414 2.52502 -4.51155 0.37
H 5.25735 0.90784 -5.16106 0.14
H 2.43478 0.68720 -5.26367 0.58
H 0.74332 1.05236 -3.00686 0.58
H 4.36881 3.13092 -2.51226 0.44
H 1.26443 3.52601 -1.29516 0.46
H 2.76474 3.04037 -0.50813 0.38
H 1.29839 1.93458 -0.67673 0.03
C -3.84353 1.09225 -4.60633 -1.16
C -3.25324 2.29225 -3.88467 -0.13
N -4.01728 2.64813 -2.68571 0.24
C -5.31836 3.09785 -2.68235 -0.41
C -5.61697 3.42877 -1.40957 -0.52
N -4.51172 3.13779 -0.64178 0.23
C -3.57946 2.61457 -1.43872 0.16
C -4.51680 3.15548 0.82530 -0.88
H -4.78557 1.30543 -5.10820 0.41
H -4.00295 0.29560 -3.87682 0.29
H -3.16211 0.72600 -5.37184 0.37
H -3.30388 3.16436 -4.53782 0.34
H -2.22575 2.10715 -3.58576 0.01
H -5.88736 3.21032 -3.58813 0.47
H -6.47181 3.94011 -1.00227 0.53
H -2.60528 2.28963 -1.11774 0.05
H -3.72531 2.54371 1.24263 0.04
H -5.44467 2.72698 1.20427 0.55
H -4.47527 4.18056 1.18422 0.29
C -4.55286 -3.52624 -0.58393 -1.08
C -4.60680 -3.37671 0.89889 0.57
O -3.84099 -3.81163 1.67873 -0.39
N -5.50355 -2.22568 1.36803 -0.03
H -6.04712 -1.88723 0.57088 0.41
H -6.21351 -2.61718 2.00220 0.40
C -4.72217 -1.12304 2.05192 -0.71
H -3.77888 -4.25506 -0.81310 0.31
H -4.20605 -2.58886 -1.02916 0.26
H -5.48126 -3.86733 -1.04279 0.43
H -4.35232 -1.54764 2.97874 0.36
H -5.44490 -0.32994 2.22005 0.39
H -3.90253 -0.82726 1.40739 -0.01
C 5.35035 -3.91420 -4.29114 -1.21
C 4.35235 -3.37487 -3.32792 0.55
O 3.74590 -3.95362 -2.50649 -0.30
N 4.09885 -1.84553 -3.42120 -0.08
H 5.03848 -1.44236 -3.36321 0.43
H 3.64296 -1.62643 -4.30800 0.40
C 3.27795 -1.32069 -2.24066 -1.09
H 5.53726 -4.96915 -4.14591 0.35
H 6.27363 -3.34274 -4.13129 0.39
H 5.00158 -3.65773 -5.29608 0.39
H 3.51890 -0.26896 -2.18539 0.18
H 3.58270 -1.84318 -1.34061 0.42
H 2.27549 -1.65253 -2.48117 0.57
C 4.37103 -6.71905 0.20115 -1.25
C 2.96068 -6.20882 0.51573 -0.15
C 2.99287 -4.90135 1.29615 -1.00
N 1.63486 -4.30601 1.55941 0.65
C 0.94462 -3.89409 0.31448 -0.89
C 1.76898 -3.12046 2.50313 -0.54
C 0.44254 -3.06237 3.27229 0.12
C -0.28928 -4.36488 2.96860 -0.93
C 0.77379 -5.25415 2.35624 -0.71
H 4.36173 -7.79766 0.09413 0.38
H 5.10387 -6.40637 0.94392 0.37
H 4.69233 -6.26185 -0.73874 0.22
H 2.49786 -6.94287 1.18197 0.35
H 2.31878 -6.11997 -0.35833 0.30
H 3.55321 -4.12349 0.76852 0.37
H 3.45830 -5.05869 2.26764 0.44
H 1.56005 -3.25051 -0.30147 0.10
H 0.00852 -3.42939 0.60994 0.40
H 0.66983 -4.78995 -0.23770 0.29
H 1.98895 -2.26454 1.86953 0.30
H 2.56799 -3.32417 3.21002 0.43
H -0.11909 -2.15236 3.05487 -0.36
H 0.62047 -2.91752 4.33938 0.44
H -1.10013 -4.21203 2.25307 0.24
H -0.79193 -4.80661 3.82598 0.55
H 0.36833 -6.06356 1.75446 0.47
H 1.44114 -5.70642 3.09157 0.44
N -3.87662 2.33837 5.43339 -0.44
S -2.86082 1.45923 4.64796 0.88
O -3.01965 1.44199 3.20660 -0.23
O -2.31775 0.30639 5.28547 -0.64
F -1.57489 2.48242 4.70686 -0.32
S -5.30180 1.65268 4.99298 1.00
O -5.44189 0.24328 5.15186 -0.55
O -5.81496 2.26369 3.81016 -0.55
F -6.14670 2.19164 6.17620 -0.23
```

Summary:
Kohn-Sham gap in eV: 6.76
Total charge: +4